{
  "formula": "C4H3F3NO6PbS2",
  "method": "the ωB97M-V functional and the def2-TZVPD basis",
  "species": ["Pb", "S", "S", "F", "F", "F", "O", "O", "O", "O", "O", "O", "N", "C", "C", "C", "C", "H", "H", "H"],
  "positions_angstrom": [[-1.18530, 0.64766, -0.91323], [-1.17449, -2.03952, 0.73474], [-0.26309, 0.24308, 2.26537], [2.15044, 0.89497, 1.45669], [1.94454, 1.08826, 3.57193], [1.06914, 2.56133, 2.31184], [-0.56469, 0.23460, 3.70414], [-0.29157, 1.99268, -5.10177], [-0.81928, -3.46278, 0.61866], [-1.76075, -1.20314, -0.36786], [-0.19409, -0.80198, -2.47397], [-0.71311, 1.01481, 1.05442], [-0.28423, -1.28180, 1.92805], [-0.49681, 0.75164, -2.95721], [-0.21301, -1.76717, -3.51760], [-0.34852, 1.37441, -4.08078], [1.31763, 1.26455, 2.41841], [-1.25624, -1.92861, -3.82236], [0.38038, -1.41858, -4.37543], [0.27602, -2.67080, -3.13588]],
  "atomic_forces_ev_per_a": [[-3.1, 3.9, -1.8], [-7.2, -3.7, 7.4], [2.2, -3.0, 2.0], [0.6, 0.1, -0.9], [0.2, -0.3, 0.5], [-0.2, 0.7, -0.3], [-1.1, 1.7, -1.4], [-0.1, -0.1, 1.1], [2.9, 0.4, -2.3], [0.9, -1.2, -2.8], [0.6, 3.0, -2.3], [0.0, 1.2, 4.5], [2.6, 1.8, -1.1], [2.1, -2.3, -2.3], [0.0, 0.4, -0.2], [0.3, -1.4, -0.6], [-0.3, -0.9, 0.3], [0.3, -0.3, 0.0], [-0.2, 0.0, 0.2], [-0.4, 0.1, 0.1]],
  "de_lowest_kj_mol": 0.00,
  "multiplicity": 1,
  "e_homo_ev": -3.02,
  "charge": -1
}

{
  "formula": "C4H3FN2O",
  "method": "the ωB97M-V functional and the def2-TZVPD basis",
  "species": ["F", "O", "N", "N", "C", "C", "C", "C", "H", "H", "H"],
  "positions_angstrom": [[-1.31221, -0.40355, -2.04899], [0.73746, 1.64332, 0.00118], [-0.69216, -2.27458, 0.33180], [0.40355, -0.43788, 1.10010], [-0.61223, -0.05809, -1.02314], [-0.17304, 1.18257, -0.84583], [1.00803, 0.71008, 0.92345], [-0.26164, -0.99794, 0.02798], [-0.66611, 1.98767, -1.43124], [-0.24377, -2.24713, 1.37291], [1.81213, 0.89552, 1.59178]],
  "atomic_forces_ev_per_a": [[-1.3, -0.3, -1.1], [0.7, -0.7, 1.2], [2.5, 4.6, 0.7], [2.9, 3.4, -0.9], [1.9, -0.5, 2.0], [-2.6, 1.9, -3.2], [-1.0, -2.6, 1.5], [-2.9, -5.2, 2.2], [0.8, -0.6, 0.1], [-1.5, -1.0, -2.9], [0.4, 1.0, 0.5]],
  "de_lowest_kj_mol": 332.48,
  "smiles": "[H]/N=c1\\ncocc1F",
  "multiplicity": 1,
  "e_homo_ev": -9.02
}

{
  "formula": "C4H3FN3O2",
  "method": "the ωB97M-V functional and the def2-TZVPD basis",
  "species": ["F", "O", "O", "N", "N", "N", "C", "C", "C", "C", "H", "H", "H"],
  "positions_angstrom": [[1.37529, 1.76330, -0.70176], [3.23369, -0.22655, 0.71736], [1.77585, -1.51610, -0.38282], [-2.07545, -1.03515, -0.56594], [-1.64913, 0.95210, 0.32351], [-0.72199, -0.78800, -0.45538], [-0.50218, 0.38439, 0.13135], [2.15436, -0.49521, 0.22318], [1.18026, 0.79625, 0.26049], [-2.55812, 0.03213, -0.02927], [0.03618, -1.30131, -0.71928], [-3.68844, 0.15242, 0.05063], [1.43967, 1.28171, 1.14794]],
  "atomic_forces_ev_per_a": [[0.4, -0.2, -0.8], [1.1, 0.1, 0.9], [-0.3, -0.3, 0.0], [2.0, -1.3, -0.4], [-0.9, 2.3, 2.0], [-3.3, 1.5, 0.9], [3.7, -0.4, -0.8], [-0.8, 1.1, -1.6], [-3.5, -1.5, -0.6], [-2.5, 1.0, -0.2], [2.6, -2.8, -1.1], [1.8, 0.1, 0.0], [-0.3, 0.6, 1.7]],
  "de_lowest_kj_mol": 0.00,
  "smiles": "O=C([O-])[C@@H](F)c1ncn[nH]1",
  "multiplicity": 1,
  "e_homo_ev": -5.26,
  "charge": -1
}

{
  "formula": "C4H3FO",
  "method": "the ωB97M-V functional and the def2-TZVPD basis",
  "species": ["F", "O", "C", "C", "C", "C", "H", "H", "H"],
  "positions_angstrom": [[-2.25218, -0.21769, 0.01184], [2.24339, -0.33716, 0.03385], [-0.06705, -1.13080, -0.01676], [1.03968, -0.15854, 0.00202], [0.00649, 1.02334, -0.00877], [-0.92249, -0.13425, 0.09973], [-0.11600, 1.66051, 0.88838], [0.00683, 1.50620, -0.89680], [0.06133, -2.21161, -0.11349]],
  "atomic_forces_ev_per_a": [[0.5, 0.7, 0.5], [-1.5, 1.1, -0.2], [1.8, -1.1, 0.2], [1.3, -1.1, 0.5], [-0.1, -0.8, 3.8], [-1.8, -1.2, -1.7], [0.7, 0.1, -0.6], [-0.2, 1.9, -2.7], [-0.8, 0.4, 0.2]],
  "de_lowest_kj_mol": 91.81,
  "multiplicity": 1,
  "e_homo_ev": -9.92
}

{
  "formula": "C4H3FO",
  "method": "the ωB97M-V functional and the def2-TZVPD basis",
  "species": ["F", "O", "C", "C", "C", "C", "H", "H", "H"],
  "positions_angstrom": [[-2.39794, 1.28862, 0.66069], [-1.73434, -2.04503, 0.19801], [-2.00397, -0.92967, 0.03040], [1.64742, -0.43635, 1.09150], [1.20230, -0.03504, 0.05926], [-2.29456, 0.30382, -0.26328], [0.81910, 0.31866, -0.85164], [2.03681, -0.78440, 2.00192], [-2.49785, 0.61829, -1.27483]],
  "atomic_forces_ev_per_a": [[0.1, -0.2, 0.2], [0.0, 0.1, 0.1], [0.3, -0.9, 0.2], [-0.1, 0.1, -0.3], [0.2, -0.1, 0.3], [-0.4, 1.2, -0.5], [-0.2, 0.2, -0.5], [0.2, -0.2, 0.5], [0.0, -0.2, 0.0]],
  "de_lowest_kj_mol": 295.41,
  "smiles": "O=C=CF.C#C",
  "multiplicity": 1,
  "e_homo_ev": -9.31
}

{
  "formula": "C4H3GaLiO",
  "method": "the ωB97M-V functional and the def2-TZVPD basis",
  "species": ["Ga", "O", "C", "C", "C", "C", "Li", "H", "H", "H"],
  "positions_angstrom": [[2.23924, 1.85673, 1.29763], [1.53255, 0.33861, -1.25984], [1.17868, 0.10763, -0.12333], [-1.32222, -1.30049, -0.89070], [-1.69940, -0.81619, 0.34578], [0.98834, 0.30185, 1.18739], [1.39381, 2.30405, -1.47444], [-2.06764, -1.76567, -1.55851], [-2.79913, -0.70102, 0.51445], [0.55578, -0.32551, 1.96157]],
  "atomic_forces_ev_per_a": [[0.5, 0.6, 0.3], [-0.6, 0.1, 1.7], [0.0, 0.9, 1.9], [-4.3, 3.9, 9.0], [1.4, -4.4, -9.7], [0.5, -1.3, -2.9], [0.0, -0.3, -0.4], [1.4, -0.5, -0.4], [1.1, 0.8, 0.9], [-0.1, 0.1, -0.4]],
  "multiplicity": 1,
  "e_homo_ev": -12.94,
  "charge": 1
}

{
  "formula": "C4H3GdO",
  "method": "the ωB97M-V functional and the def2-TZVPD basis",
  "species": ["Gd", "O", "C", "C", "C", "C", "H", "H", "H"],
  "positions_angstrom": [[-2.04762, -1.52257, -0.45947], [-1.30001, -0.61861, -2.11704], [0.20741, 0.19016, -0.56647], [0.80673, 0.32186, 1.96202], [0.46913, 0.25599, 0.68565], [-0.16966, -0.00257, -1.84511], [0.08706, 0.72124, -2.64426], [1.67293, 0.91179, 2.26728], [0.27405, -0.25728, 2.71740]],
  "atomic_forces_ev_per_a": [[-1.5, -1.4, 1.6], [2.3, 0.5, -0.9], [1.5, -0.3, 4.7], [0.4, -0.1, 1.0], [-0.6, -0.1, -3.8], [-2.9, 2.0, -2.8], [0.9, -0.8, 0.2], [-0.1, 0.0, 0.0], [0.1, 0.2, 0.0]],
  "de_lowest_kj_mol": 0.00,
  "multiplicity": 8,
  "s_squared": 16.8085,
  "e_homo_ev": [-18.87, -17.10],
  "charge": 2
}

{
  "formula": "C4H3HoLi2O2",
  "method": "the ωB97M-V functional and the def2-TZVPD basis",
  "species": ["Ho", "O", "O", "C", "C", "C", "C", "Li", "Li", "H", "H", "H"],
  "positions_angstrom": [[-1.66191, 0.20402, -0.34944], [-0.61930, -0.57117, 1.37004], [-2.12814, 2.14864, -0.25367], [0.43666, 0.21699, 1.02297], [0.40423, 1.58227, 1.15227], [-0.74083, 2.30412, 1.75461], [-1.86732, 2.53990, 1.05536], [-2.35978, 3.66451, -1.87384], [-0.98045, 0.54528, 2.95981], [1.45462, 0.04090, 0.53131], [1.36888, 2.09604, 1.09100], [-2.71596, 3.10765, 1.46177]],
  "atomic_forces_ev_per_a": [[1.3, -0.7, 1.8], [-0.4, -0.1, -0.9], [-0.2, 1.0, -3.0], [2.3, 1.2, -1.8], [-2.1, 1.3, 1.3], [0.3, -1.0, -1.4], [0.2, 0.6, 2.4], [0.0, -0.1, 0.7], [0.2, 0.1, 0.4], [-1.5, -1.9, 1.1], [-0.4, 0.0, -0.5], [0.2, -0.4, 0.0]],
  "multiplicity": 5,
  "s_squared": 6.0069,
  "e_homo_ev": [-14.71, -14.74],
  "charge": 2
}

{
  "formula": "C4H3HoLiO",
  "method": "the ωB97M-V functional and the def2-TZVPD basis",
  "species": ["Ho", "O", "C", "C", "C", "C", "Li", "H", "H", "H"],
  "positions_angstrom": [[0.55332, 0.72732, 2.13332], [0.69890, 2.22741, 0.39687], [0.44878, 0.72222, -1.45557], [-0.38974, -1.53128, 1.68141], [0.77213, 1.88255, -0.80971], [-0.98065, -2.58581, 1.46874], [-0.96667, -0.72922, -0.73042], [1.07502, 0.34418, -2.27218], [-1.44573, -3.54388, 1.28785], [0.23464, 2.48651, -1.70029]],
  "atomic_forces_ev_per_a": [[-0.5, -0.7, -2.1], [0.2, -1.0, 3.3], [1.6, -1.1, 1.5], [0.2, 1.9, -0.2], [-3.1, -0.5, -3.5], [0.5, 0.6, 0.0], [-0.1, -0.5, -0.1], [-0.5, 0.4, -0.3], [0.1, 0.2, 0.1], [1.6, 0.5, 1.2]],
  "de_lowest_kj_mol": 0.00,
  "multiplicity": 6,
  "s_squared": 8.7598,
  "e_homo_ev": [-15.98, -18.14],
  "charge": 2
}

{
  "formula": "C4H3I",
  "method": "the ωB97M-V functional and the def2-TZVPD basis",
  "species": ["I", "C", "C", "C", "C", "H", "H", "H"],
  "positions_angstrom": [[-3.37133, 0.04905, 0.04075], [-1.19653, -0.16951, -0.57347], [-0.13082, 0.34064, 0.26747], [0.69913, -0.76178, 0.27119], [-0.74720, -1.36052, 0.19516], [-0.37540, 1.17553, 0.82456], [1.66775, -1.16732, 0.58972], [-1.41490, -0.12130, -1.66630]],
  "atomic_forces_ev_per_a": [[0.6, 0.5, 0.0], [-2.7, -1.0, -1.1], [0.7, -0.6, -1.5], [-3.6, -1.3, 0.0], [4.0, 0.2, -0.3], [0.4, 1.6, 1.7], [-0.6, 0.6, 0.0], [1.3, -0.1, 1.1]],
  "de_lowest_kj_mol": 278.86,
  "smiles": "I[C@@H]1C2=C[C@H]21",
  "multiplicity": 1,
  "e_homo_ev": -8.91
}

{
  "formula": "C4H3I2NS2",
  "method": "the ωB97M-V functional and the def2-TZVPD basis",
  "species": ["I", "I", "S", "S", "N", "C", "C", "C", "C", "H", "H", "H"],
  "positions_angstrom": [[3.48581, 0.63002, 0.42594], [0.08720, 2.06108, 1.08403], [-0.09745, -2.08649, -0.88746], [3.84001, 2.70896, 1.37466], [1.49026, -1.49707, -0.83928], [-2.22976, -0.37374, -0.20629], [-0.73468, -0.57835, -0.39200], [1.45566, -0.38499, -0.16457], [0.22245, 0.24133, 0.15074], [-2.64773, 0.23310, -1.10703], [-2.15125, 0.36799, 0.66112], [-2.72051, -1.32183, -0.09986]],
  "atomic_forces_ev_per_a": [[-1.1, -1.1, -0.6], [-0.4, 0.1, 0.0], [0.5, 1.3, -1.0], [0.9, 1.5, 0.7], [-0.1, -0.2, 1.5], [1.5, 2.9, -0.9], [-1.9, -0.3, 1.3], [1.3, -0.5, -1.0], [0.6, -1.2, -1.3], [0.6, -1.2, 1.5], [-1.4, -1.4, -0.8], [-0.6, -0.1, 0.4]],
  "multiplicity": 3,
  "s_squared": 2.0209,
  "e_homo_ev": [-7.15, -8.92]
}

{
  "formula": "C4H3IO",
  "method": "the ωB97M-V functional and the def2-TZVPD basis",
  "species": ["I", "O", "C", "C", "C", "C", "H", "H", "H"],
  "positions_angstrom": [[-1.65561, -3.64326, -0.11195], [-0.33875, -2.39345, 2.19319], [0.60289, 1.82260, -0.69039], [-0.07428, -0.64276, 0.24788], [0.19737, 0.49971, -0.20443], [-0.56306, -2.25720, 1.03256], [1.58673, 2.23373, -0.31221], [0.36349, 1.66481, -1.73688], [-0.11878, 2.71583, -0.41777]],
  "atomic_forces_ev_per_a": [[0.2, 0.3, -0.1], [-0.2, 0.2, -2.2], [-1.6, 1.8, 0.8], [-0.2, 0.6, -0.3], [-0.8, -4.1, 2.9], [1.2, 3.6, 0.7], [-0.8, -1.1, -1.1], [1.2, 0.8, -0.7], [0.9, -2.1, -0.1]],
  "de_lowest_kj_mol": 133.86,
  "smiles": "CC#CC(=O)I",
  "multiplicity": 1,
  "e_homo_ev": -9.80
}